# 1
Molecular formula: C42H48BaClFN2O3Si
Method: DFT, ωB97M-V/def2-TZVPD

Geometry as ORCA input:
```
! wB97M-V def2-TZVPD RIJCOSX def2/J DEFGRID3
* xyz -2 1
Ba -0.616 -0.423 -0.420
C 4.187 -0.591 -1.587
C 2.820 0.071 -1.699
O 1.940 -0.359 -0.949
C 2.610 1.148 -2.640
C 3.712 1.627 -3.384
C 3.627 2.672 -4.266
C 2.375 3.293 -4.440
C 1.278 2.871 -3.752
C 1.314 1.776 -2.807
O 0.257 1.455 -2.205
H 4.084 -1.444 -0.921
H 4.920 0.106 -1.173
H 4.558 -0.926 -2.555
H 4.672 1.147 -3.239
H 4.496 3.013 -4.813
H 2.279 4.125 -5.131
H 0.312 3.347 -3.874
C 2.378 2.834 0.206
C 1.712 3.829 1.154
C 0.516 4.496 0.473
C 1.466 3.168 2.504
C 2.313 3.529 3.546
C 2.260 2.902 4.782
C 1.375 1.857 4.965
C 0.514 1.455 3.950
C -0.412 0.275 4.169
C -1.543 0.595 5.147
C 0.370 -0.951 4.634
C 0.512 2.146 2.720
N -0.458 1.807 1.747
C -1.619 2.449 1.965
C -1.938 3.408 2.969
C -3.183 4.018 3.031
C -4.199 3.739 2.133
C -3.947 2.787 1.135
C -2.720 2.201 1.101
F -2.470 1.250 0.130
H 2.659 3.319 -0.734
H 1.684 2.026 -0.032
H 3.276 2.398 0.651
H 2.438 4.627 1.354
H -0.157 3.752 0.050
H 0.879 5.125 -0.346
H -0.056 5.119 1.161
H 3.036 4.320 3.370
H 2.921 3.212 5.584
H 1.342 1.337 5.918
H -0.869 0.039 3.208
H -1.146 0.847 6.138
H -2.199 -0.273 5.246
H -2.138 1.440 4.795
H 0.810 -0.799 5.625
H 1.183 -1.173 3.940
H -0.288 -1.820 4.668
H -1.189 3.679 3.702
H -3.352 4.742 3.822
H -5.164 4.224 2.202
H -4.690 2.492 0.405
C -3.964 -2.094 -4.236
Si -2.355 -1.187 -3.756
C -2.917 0.449 -3.012
C -1.436 -0.771 -5.368
N -1.388 -1.997 -2.599
C -0.818 -3.195 -2.822
C -0.993 -3.987 -3.990
C -0.350 -5.193 -4.209
C 0.530 -5.714 -3.276
C 0.731 -4.990 -2.100
C 0.061 -3.807 -1.881
O 0.287 -3.072 -0.722
C 0.612 -3.673 0.462
C -0.058 -4.808 0.906
C 0.264 -5.326 2.148
C 1.239 -4.725 2.934
C 1.885 -3.588 2.481
C 1.575 -3.047 1.240
H -4.573 -1.444 -4.874
H -4.545 -2.318 -3.338
H -3.806 -3.033 -4.770
H -3.527 0.980 -3.752
H -2.087 1.112 -2.753
H -3.544 0.307 -2.127
H -2.076 -0.171 -6.024
H -1.124 -1.660 -5.920
H -0.543 -0.183 -5.142
H -1.663 -3.623 -4.759
H -0.545 -5.726 -5.134
H 1.048 -6.650 -3.443
H 1.408 -5.350 -1.335
H -0.837 -5.242 0.295
H -0.276 -6.188 2.519
H 1.469 -5.126 3.914
H 2.626 -3.100 3.102
H 2.066 -2.159 0.859
Cl -2.269 -2.813 3.148
C -2.516 -1.972 1.422
H -3.416 -1.393 1.678
H -2.908 -2.860 0.902
*
```

## Properties
Total energy in eV: -77272.109
HOMO-LUMO gap in Ha: 0.2164
Strongest force on any atom in eV/Å: 0.85

Here are the Löwdin charges for atoms 1 to 8, given in e:
1. Ba 1.90
2. C -0.01
3. C -0.40
4. O -0.18
5. C -0.12
6. C -0.07
7. C -0.13
8. C -0.12

# 2
Molecular formula: C42H48BrF2N4O15P2
Method: DFT, ωB97M-V/def2-TZVPD

Geometry as ORCA input:
```
! wB97M-V def2-TZVPD RIJCOSX def2/J DEFGRID3
* xyz 1 1
C -0.418 7.243 -5.828
C -1.566 6.510 -6.458
O -2.696 6.881 -6.297
O -1.226 5.457 -7.236
C -2.053 4.307 -7.095
C -2.038 3.570 -8.432
C -2.179 2.066 -8.328
C -1.048 1.365 -7.553
C -1.508 0.833 -6.197
C -0.599 -0.279 -5.639
C -0.018 0.055 -4.284
P -1.553 -0.201 -3.124
N -0.976 -1.265 -1.873
O -1.781 1.246 -2.397
C 1.189 -0.816 -3.907
N 2.170 0.095 -3.142
P 3.787 -0.757 -3.530
N 4.999 -0.234 -2.738
N 1.812 -0.090 -1.759
C 2.339 -1.178 -0.996
O 3.208 -1.085 -0.165
F 1.737 -2.319 -1.227
C 1.334 0.961 -0.922
O 0.194 1.210 -0.674
F 2.308 1.628 -0.336
C 1.922 1.394 -3.878
C 2.655 1.586 -5.246
C 2.365 0.686 -6.427
O 2.051 1.164 -7.482
C 2.214 2.733 -3.151
C 1.176 3.833 -3.422
C 0.007 3.833 -2.454
Br -1.617 4.373 -3.411
O 0.562 1.384 -4.199
H -0.428 7.083 -4.762
H -0.558 8.293 -6.015
H 0.520 6.873 -6.217
H -1.683 3.633 -6.331
H -3.076 4.556 -6.857
H -1.166 3.869 -8.994
H -2.894 3.941 -8.981
H -3.146 1.795 -7.926
H -2.164 1.681 -9.339
H -0.650 0.560 -8.150
H -0.266 2.100 -7.404
H -2.497 0.423 -6.332
H -1.616 1.622 -5.460
H 0.143 -0.630 -6.345
H -1.236 -1.131 -5.438
H -1.304 -0.909 -0.983
H -1.469 -2.142 -1.998
H -1.894 1.119 -1.452
H 0.781 -1.642 -3.333
H 1.732 -1.286 -4.724
H 3.530 -2.146 -3.425
H 4.012 -0.589 -4.908
H 4.774 0.515 -2.091
H 2.508 2.594 -5.578
H 3.726 1.514 -5.043
H 2.493 -0.407 -6.392
H 3.143 3.131 -3.518
H 2.336 2.669 -2.073
H 0.874 3.870 -4.454
H 1.723 4.750 -3.251
H 0.120 4.566 -1.674
H -0.211 2.876 -2.019
C 2.004 -2.657 2.926
C 2.747 -1.581 3.163
C 2.973 -1.090 4.548
O 3.648 -0.107 4.757
C 2.341 -1.851 5.653
C 1.597 -2.930 5.418
C 1.371 -3.412 4.034
O 0.694 -4.393 3.803
H 1.826 -3.034 1.926
H 3.219 -1.018 2.369
H 2.521 -1.481 6.655
H 1.129 -3.497 6.219
C 0.792 -7.276 2.721
C 0.207 -8.253 3.411
C 0.276 -9.665 2.961
O -0.257 -10.554 3.586
C 1.026 -9.949 1.709
C 1.610 -8.974 1.019
C 1.539 -7.563 1.472
O 2.073 -6.672 0.840
H 0.754 -6.237 3.032
H -0.342 -8.066 4.325
H 1.066 -10.985 1.398
H 2.160 -9.160 0.105
C -0.719 -1.939 8.473
C -1.797 -1.353 8.989
C -2.813 -2.141 9.735
O -3.794 -1.614 10.209
C -2.578 -3.600 9.882
C -1.500 -4.181 9.364
C -0.487 -3.395 8.620
O 0.499 -3.931 8.151
H 0.034 -1.385 7.926
H -1.990 -0.287 8.894
H -3.329 -4.155 10.430
H -1.310 -5.242 9.460
C -3.195 3.627 8.001
C -3.280 4.831 8.558
C -3.434 4.991 10.027
O -3.513 6.086 10.533
C -3.488 3.755 10.848
C -3.402 2.551 10.289
C -3.248 2.395 8.824
O -3.168 1.293 8.317
H -3.084 3.487 6.933
H -3.243 5.744 7.977
H -3.600 3.892 11.916
H -3.442 1.636 10.868
*
```

## Properties
Total energy in eV: -175043.951
HOMO-LUMO gap in Ha: 0.2437
Strongest force on any atom in eV/Å: 3.82

Here are the Löwdin charges for atoms 1 to 8, given in e:
1. C 0.02
2. C -0.55
3. O 0.11
4. O -0.01
5. C -0.19
6. C -0.16
7. C -0.18
8. C -0.19

# 3
Molecular formula: C42H48Cl2F3N7NiO3
Method: DFT, ωB97M-V/def2-TZVPD

Geometry as ORCA input:
```
! wB97M-V def2-TZVPD RIJCOSX def2/J DEFGRID3
* xyz 0 3
Ni 3.501 -0.480 -1.768
C 0.844 -0.521 0.736
O 0.608 -0.786 -0.635
O 2.241 -0.296 0.724
C -0.148 0.480 1.379
F -0.011 0.790 2.655
F 0.087 1.627 0.764
F -1.389 0.120 1.186
C -0.697 -1.272 -1.062
C -0.498 -1.929 -2.407
H 0.386 -2.566 -2.424
H -1.293 -2.650 -2.596
H -0.398 -1.222 -3.230
H -1.424 -0.461 -1.105
H -1.118 -1.983 -0.352
H 0.610 -1.452 1.252
C 4.417 -2.197 -7.226
C 3.201 -1.667 -6.454
O 3.439 -1.268 -5.097
H 4.777 -3.142 -6.819
H 5.308 -1.571 -7.180
H 4.362 -2.435 -8.289
H 2.494 -2.483 -6.602
H 2.772 -0.904 -7.104
N -3.835 7.187 7.417
C -2.705 6.859 8.109
C -1.710 5.985 7.614
C -1.900 5.396 6.335
C -3.016 5.751 5.584
C -3.936 6.622 6.169
H -2.670 7.245 9.117
H -0.901 5.845 8.316
H -1.148 4.744 5.914
H -3.263 5.482 4.568
H -4.902 6.868 5.754
N 1.378 -2.128 8.793
C 1.583 -1.032 9.554
C 0.914 0.151 9.308
C 0.118 0.240 8.130
C -0.049 -0.850 7.327
C 0.618 -1.987 7.689
H 2.168 -1.110 10.458
H 1.084 1.038 9.900
H -0.352 1.178 7.875
H -0.566 -0.691 6.392
H 0.660 -2.806 6.986
N 2.843 2.899 -2.382
C 2.025 3.306 -3.430
C 1.795 4.650 -3.681
C 2.356 5.623 -2.900
C 3.279 5.249 -1.954
C 3.472 3.913 -1.716
H 1.573 2.625 -4.137
H 1.128 5.000 -4.455
H 2.197 6.678 -3.070
H 3.765 5.990 -1.336
H 4.106 3.504 -0.943
N -3.791 5.910 -0.580
C -3.388 6.860 -1.481
C -2.998 6.529 -2.797
C -3.098 5.252 -3.249
C -3.508 4.255 -2.331
C -3.815 4.607 -0.999
H -3.400 7.902 -1.195
H -2.839 7.404 -3.409
H -2.951 5.022 -4.294
H -3.537 3.227 -2.658
H -3.986 3.875 -0.223
N -8.879 0.141 1.028
C -8.450 0.538 -0.167
C -7.280 0.028 -0.739
C -6.480 -0.794 0.015
C -6.939 -1.247 1.223
C -8.183 -0.772 1.731
H -9.058 1.251 -0.703
H -6.949 0.346 -1.717
H -5.513 -1.074 -0.375
H -6.418 -1.928 1.881
H -8.575 -1.099 2.683
N 4.087 -4.017 -1.230
C 3.728 -4.751 -0.081
C 3.758 -6.110 -0.013
C 4.371 -6.845 -1.042
C 4.880 -6.087 -2.106
C 4.708 -4.741 -2.167
H 3.445 -4.153 0.772
H 3.394 -6.704 0.812
H 4.425 -7.921 -1.115
H 5.389 -6.607 -2.905
H 5.201 -4.296 -3.018
N 0.906 -9.055 -7.389
C 2.166 -8.471 -7.464
C 2.453 -7.336 -6.668
C 1.482 -6.819 -5.889
C 0.195 -7.406 -5.811
C -0.040 -8.538 -6.562
H 2.917 -8.834 -8.150
H 3.411 -6.840 -6.716
H 1.698 -5.965 -5.262
H -0.649 -7.030 -5.251
H -0.983 -9.063 -6.591
C 4.073 1.976 5.279
Cl 3.771 3.344 6.342
Cl 5.795 1.671 4.962
H 3.655 1.043 5.656
H 3.616 2.166 4.308
*
```

## Properties
Total energy in eV: -135135.424
Energy relative to the best compared isomer or geometry (same formula, charge and spin) in kcal per mole: 202.3
HOMO-LUMO gap (spin up / spin down) in Ha: 0.2311 / 0.1811
Strongest force on any atom in eV/Å: 4.09

Here are the Löwdin charges for atoms 1 to 8, given in e:
1. Ni 0.72
2. C -0.46
3. O -0.13
4. O -0.26
5. C -0.65
6. F 0.16
7. F 0.14
8. F 0.16

# 4
Molecular formula: C42H48N6O3PV
Method: DFT, ωB97M-V/def2-TZVPD

Geometry as ORCA input:
```
! wB97M-V def2-TZVPD RIJCOSX def2/J DEFGRID3
* xyz 2 3
V -0.352 0.157 0.277
C 3.305 -1.737 2.810
O 1.987 -2.038 3.362
C 1.101 -1.450 2.574
N 1.524 -0.863 1.522
C 3.033 -0.879 1.566
C 3.777 -1.413 0.366
C 3.665 -2.785 0.112
C 4.498 -3.441 -0.760
C 5.447 -2.703 -1.441
C 5.534 -1.350 -1.293
C 4.738 -0.668 -0.315
C -0.330 -1.330 2.987
C -1.045 -2.017 3.976
C -2.251 -1.525 4.428
C -2.663 -0.277 3.907
C -1.956 0.239 2.839
N -0.827 -0.273 2.395
C -2.120 1.548 2.165
N -1.324 1.838 1.223
C -1.502 3.253 0.902
C -2.969 3.446 1.410
O -3.082 2.410 2.416
C -0.476 4.041 1.666
C -0.463 5.422 1.542
C 0.508 6.166 2.199
C 1.523 5.542 2.921
C 1.494 4.176 3.078
C 0.482 3.398 2.477
H 3.768 -2.741 2.645
H 3.819 -1.158 3.549
H 3.352 0.171 1.708
H 2.883 -3.334 0.590
H 4.416 -4.488 -0.826
H 6.107 -3.194 -2.116
H 6.292 -0.831 -1.811
H 4.931 0.385 -0.172
H -0.592 -2.899 4.434
H -2.755 -2.021 5.269
H -3.596 0.164 4.215
H -1.406 3.497 -0.167
H -3.614 3.151 0.568
H -3.146 4.415 1.817
H -1.192 5.879 0.877
H 0.553 7.232 2.100
H 2.308 6.164 3.338
H 2.295 3.697 3.635
H 0.430 2.304 2.596
C -2.137 2.010 -4.920
N -2.200 1.566 -3.506
C -3.375 1.411 -2.801
C -2.958 1.040 -1.561
N -1.594 0.954 -1.493
C -1.181 1.318 -2.685
H -2.646 1.262 -5.459
H -1.097 2.075 -5.317
H -2.583 2.972 -5.057
H -4.332 1.558 -3.232
H -3.606 0.683 -0.813
H -0.159 1.405 -2.991
C 1.567 -2.763 -2.355
P 0.141 -2.339 -1.264
C -1.274 -2.605 -2.363
C 0.007 -3.845 -0.312
H 1.657 -3.828 -2.553
H 2.467 -2.338 -1.962
H 1.387 -2.269 -3.325
H -1.236 -1.939 -3.274
H -2.152 -2.354 -1.871
H -1.358 -3.627 -2.701
H 0.062 -4.659 -1.059
H -0.989 -3.863 0.160
H 0.840 -3.977 0.424
C -1.847 -1.287 0.356
C -2.838 -1.951 0.394
C -4.048 -2.689 0.181
C -4.017 -4.100 0.350
C -5.147 -4.877 0.144
C -6.309 -4.243 -0.288
C -6.393 -2.848 -0.327
C -5.262 -2.071 -0.154
H -3.103 -4.533 0.763
H -5.112 -5.970 0.357
H -7.194 -4.773 -0.554
H -7.331 -2.398 -0.632
H -5.362 -0.971 -0.274
C 3.012 3.352 -0.024
N 3.044 2.437 -1.159
C 4.167 2.645 -2.118
C 2.075 1.490 -1.304
C 2.196 0.521 -2.388
O 1.041 1.478 -0.592
H 3.052 4.368 -0.418
H 3.830 3.176 0.659
H 2.101 3.275 0.570
H 5.093 2.869 -1.593
H 3.906 3.526 -2.718
H 4.357 1.669 -2.588
H 2.329 1.002 -3.353
H 1.334 -0.095 -2.334
H 3.064 -0.130 -2.231
*
```

## Properties
Total energy in eV: -94379.762
Energy relative to the best compared isomer or geometry (same formula, charge and spin) in kcal per mole: 0.0
HOMO-LUMO gap (spin up / spin down) in Ha: 0.2525 / 0.2517
Strongest force on any atom in eV/Å: 2.90

Here are the Löwdin charges for atoms 1 to 8, given in e:
1. V 0.90
2. C -0.03
3. O 0.06
4. C -0.31
5. N 0.13
6. C -0.20
7. C -0.20
8. C -0.08